#i
This record from the Open Molecules 2025 dataset describes an isolated ion of composition C5H9N2 and charge +1. The level of theory is ωB97M-V/def2-TZVPD.

- Orbital gap (alpha / beta): 6.89 / 5.98 eV
- Lowest unoccupied orbital energy (alpha / beta): -2.84 / -8.36 eV
- HOMO (alpha / beta): -9.73 / -14.35 eV

ORCA input file:
```
! RIJCOSX wB97M-V def2-TZVPD def2/J DEFGRID3
* xyz 1 3
N -1.23674 0.42561 -0.50843
N -0.76960 -1.64484 -0.04004
C -1.65166 -0.85087 -0.55866
C 0.30770 0.08239 1.45670
C 0.44469 -0.98826 0.44670
C 1.12232 1.39769 -0.55166
C 0.05448 0.55415 0.11034
H -0.72188 -2.61168 -0.32863
H 1.31816 0.39627 1.93807
H 0.99392 2.44711 -0.47657
H -0.41966 -0.05607 2.22844
H 1.96603 0.99209 -0.02703
H -1.45003 1.18187 -1.13744
H 1.14777 1.14788 -1.60724
H 1.43797 -1.38369 0.17890
H -2.54348 -1.08963 -1.12347
*
```


#ii
This record from the Open Molecules 2025 dataset describes an isolated ion of composition C5H9N2 and charge +1. The level of theory is ωB97M-V/def2-TZVPD.

- Orbital gap (alpha / beta): 6.90 / 7.56 eV
- Lowest unoccupied orbital energy (alpha / beta): -3.18 / -7.36 eV
- HOMO (alpha / beta): -10.08 / -14.92 eV

ORCA input file:
```
! RIJCOSX wB97M-V def2-TZVPD def2/J DEFGRID3
* xyz 1 3
N 0.71514 0.45014 2.23350
N 0.15348 0.39969 -0.06179
C 1.36976 0.95566 -0.52548
C -0.03407 0.19516 1.18605
C -2.00262 -0.95500 -0.71474
C -0.86370 -0.23192 -1.21319
C -1.09291 -1.70130 -1.30310
H -0.91358 -0.23429 1.44804
H -0.79670 -2.69062 -1.64474
H 1.09102 1.22856 -1.55640
H 0.51145 0.00557 3.09475
H 2.27687 0.43211 -0.48137
H -0.67426 0.60637 -1.94515
H 1.65352 0.60903 1.90259
H 1.60894 1.83941 -0.09929
H -3.00235 -0.90857 -0.31968
*
```


Most stable pick: #i. Distance to second place: 203.1 kJ/mol.